ORCA calculation (wB97M-V/def2-TZVPD) on a 9-piece molecular cluster, C48H119N9O10 overall in a non-equilibrium geometry.

Each line ends with the Löwdin charge.
Positions of all 186 atoms, in Å:
C 2.55093 7.89975 15.32794  -0.0627
C 3.89928 7.31938 14.92196  -0.4352
C 4.97373 7.84328 15.90364  -0.1424
O 4.75129 7.11048 17.17396  -0.2138
C 5.47823 7.50497 18.28857  -0.1280
N 3.83286 5.87953 14.85677  0.0320
H 2.21910 8.79607 14.80393  0.0728
H 2.56699 8.30260 16.34064  0.0710
H 1.82480 7.08779 15.28858  0.0690
H 4.17348 7.65156 13.92068  0.1215
H 4.88487 8.90929 16.11303  0.1165
H 5.94738 7.78766 15.41680  0.1158
H 5.42863 8.58229 18.44682  0.0866
H 6.50385 7.13884 18.24227  0.0845
H 5.02621 7.03038 19.15950  0.0875
H 2.92727 5.43262 14.84080  0.0659
H 4.32871 5.59800 15.69042  0.0592
C 11.06700 8.28509 11.02605  -0.0573
C 12.35186 8.00248 10.23338  -0.4743
C 13.26648 6.89308 10.70790  -0.2289
O 14.60872 7.00705 10.30384  -0.1890
C 15.45790 5.82598 10.53202  -0.0645
N 11.91098 7.77474 8.90003  0.0214
H 10.66757 9.26882 10.77941  0.0715
H 11.28802 8.28824 12.09340  0.0692
H 10.24841 7.59512 10.82121  0.0812
H 12.97626 8.89447 10.18269  0.1347
H 12.80469 6.02888 10.23040  0.1272
H 13.16932 6.88428 11.79353  0.1196
H 15.00790 4.91028 10.14848  0.0741
H 15.45648 5.72136 11.61699  0.0821
H 16.41297 5.77473 10.00924  0.0836
H 12.73596 7.87425 8.32592  0.0782
H 11.33985 8.57386 8.66483  0.0712
C 8.79658 14.81107 15.22045  -0.0596
C 8.72283 13.49687 14.46730  -0.4096
C 7.95237 12.42217 15.27131  -0.2462
O 8.42047 12.25867 16.56389  -0.1773
C 9.75930 11.67338 16.59939  -0.0775
N 8.31522 13.78016 13.04467  0.0373
H 9.75904 15.06837 15.66267  0.0796
H 8.02900 14.79347 15.99415  0.0782
H 8.52552 15.61209 14.53272  0.0679
H 9.74842 13.13806 14.55406  0.1004
H 7.90211 11.47645 14.73168  0.1187
H 6.94527 12.80717 15.43137  0.1258
H 9.84454 11.45008 17.66286  0.0881
H 10.59706 12.30359 16.30090  0.0771
H 9.87051 10.73790 16.05113  0.0850
H 8.39945 13.03366 12.36959  0.0579
H 8.65984 14.66618 12.70363  0.0535
C 12.04202 5.84153 21.26849  -0.0820
C 12.58711 6.66165 20.12691  -0.4036
C 12.05184 6.20520 18.68899  -0.1853
O 12.97708 5.63389 17.79409  -0.1913
C 13.69757 6.62143 17.09206  -0.1116
N 12.39979 8.11784 20.25527  0.0279
H 10.97905 6.03946 21.40645  0.0810
H 12.67483 5.73208 22.14922  0.0741
H 11.87149 4.79763 21.00526  0.0731
H 13.64930 6.43872 20.22763  0.1190
H 11.48663 6.92867 18.10144  0.1102
H 11.25263 5.46962 18.77996  0.1155
H 12.95901 7.22026 16.55910  0.0819
H 14.33670 6.16385 16.33692  0.0878
H 14.29794 7.24275 17.75660  0.0819
H 12.70857 8.51087 21.13292  0.0647
H 12.94917 8.57140 19.53934  0.0567
C 5.42256 -1.75731 21.49079  -0.0824
C 6.56085 -1.27970 20.67291  -0.4626
C 7.51583 -0.28957 21.38668  -0.1633
O 6.83859 0.95630 21.62090  -0.1783
C 6.76899 1.76896 20.38137  -0.0892
N 7.10657 -2.48906 20.04557  0.0227
H 5.74461 -2.19123 22.43741  0.0830
H 4.82295 -2.54185 21.02921  0.0789
H 4.86380 -0.83813 21.66684  0.0837
H 6.06267 -0.73855 19.86850  0.1109
H 8.37364 -0.09408 20.74322  0.1169
H 7.69100 -0.65751 22.39763  0.1284
H 6.11552 2.64134 20.38599  0.0823
H 6.28215 1.32146 19.51487  0.0637
H 7.70938 2.00169 19.88176  0.0796
H 7.90344 -2.30364 19.45336  0.0601
H 6.43237 -3.04356 19.53754  0.0656
C 17.33631 7.30855 22.35330  -0.0379
C 16.59503 7.27661 23.80524  -0.3743
C 17.13105 6.36306 24.88222  -0.2350
O 16.23858 6.19128 25.97821  -0.1655
C 16.69134 5.19261 26.85396  -0.1308
N 16.51406 8.68651 24.21612  0.0190
H 18.00527 6.45219 22.26814  0.0535
H 17.96565 8.18644 22.20721  0.0587
H 16.71363 7.26968 21.45951  0.0550
H 15.62394 6.84299 23.56638  0.1250
H 18.13435 6.63333 25.21153  0.1280
H 17.24107 5.42863 24.33193  0.1177
H 16.06737 5.18853 27.74768  0.0889
H 17.72488 5.22631 27.19860  0.0840
H 16.61482 4.21698 26.37398  0.0841
H 17.33001 8.92201 24.76281  0.0654
H 15.81499 8.95655 24.89323  0.0644
C 2.11675 11.39897 25.56826  -0.1571
O 2.79732 10.49507 26.35270  -0.1890
C 3.88806 10.95461 27.19195  -0.2063
C 4.51741 9.92624 28.12190  -0.1555
N 5.95470 9.88041 27.68037  -0.1021
C 6.11114 9.22799 26.35953  -0.1565
C 7.50095 8.38709 26.16766  -0.1577
O 7.48603 7.07529 26.84518  -0.2234
C 8.83614 6.47131 26.74357  -0.0925
H 2.71648 11.96931 24.85894  0.0819
H 1.57494 12.14991 26.14327  0.0817
H 1.37898 10.90395 24.93678  0.0870
H 3.44528 11.76819 27.76652  0.1074
H 4.61022 11.56775 26.65284  0.1139
H 4.10985 8.91709 28.06188  0.1161
H 4.44781 10.32775 29.13286  0.1115
H 6.73196 9.86956 28.32523  0.1020
H 5.98077 10.01187 25.61343  0.0956
H 5.24518 8.59929 26.15230  0.1074
H 8.37978 8.89795 26.56107  0.0960
H 7.82543 8.18788 25.14632  0.1011
H 8.87605 5.43093 27.06628  0.0748
H 9.50646 7.04415 27.38437  0.0850
H 9.08081 6.23527 25.70794  0.0788
C 22.16278 4.74471 16.41609  -0.0270
C 21.16262 5.07357 17.58117  -0.4224
C 21.37888 4.16880 18.82372  -0.1809
C 22.66132 4.41594 19.57679  -0.1359
C 22.58939 5.97557 19.92961  -0.1514
C 22.54211 6.95522 18.76588  -0.4848
N 21.24861 6.51095 18.05125  -0.1419
O 20.96755 7.40013 17.08705  -0.0202
C 22.47552 8.36517 19.33176  -0.0506
C 23.93007 6.91546 18.02401  -0.0281
C 19.61052 4.79814 17.13526  -0.0240
H 21.58803 4.10973 15.74187  0.0700
H 23.00610 4.15165 16.76992  0.0696
H 22.39675 5.61129 15.79771  0.0811
H 20.43882 4.26995 19.36607  0.1134
H 21.35222 3.13244 18.48705  0.1143
H 23.56058 4.27508 18.97714  0.1002
H 22.64336 3.94383 20.55908  0.1084
H 23.47823 6.17276 20.52892  0.1088
H 21.68533 6.20296 20.49448  0.1136
H 23.27550 8.44026 20.06830  0.0872
H 22.56975 9.11782 18.54900  0.0852
H 21.59298 8.46337 19.96390  0.0837
H 24.11011 5.96615 17.51953  0.0561
H 24.13644 7.80676 17.43149  0.0780
H 24.73274 7.00229 18.75633  0.0785
H 19.40548 5.28804 16.18339  0.0704
H 18.94371 5.24090 17.87513  0.0667
H 19.36613 3.73981 17.22643  0.0726
H 20.39563 8.00142 17.56971  0.1097
C 8.42826 14.68780 22.84038  -0.0498
C 9.77157 15.48453 22.89644  -0.4240
C 9.76339 16.38314 21.59997  -0.1382
C 10.88927 17.41621 21.62637  -0.1928
C 10.86773 18.28590 22.90778  -0.1231
C 10.85693 17.41187 24.20432  -0.4751
N 9.84431 16.35457 24.13611  -0.1025
O 9.90281 15.59545 25.31403  -0.0203
C 12.27524 16.81609 24.43830  -0.0386
C 10.58367 18.41630 25.37746  -0.0466
C 10.91884 14.41992 22.82107  -0.0378
H 8.29595 14.02567 23.69605  0.0706
H 8.58734 13.92881 22.07439  0.0751
H 7.46333 15.15271 22.63819  0.0787
H 10.00666 15.84116 20.68609  0.1166
H 8.79773 16.87480 21.48218  0.1157
H 10.76874 17.89086 20.65257  0.1041
H 11.85326 16.96074 21.39969  0.0998
H 10.09245 19.03781 22.76051  0.1123
H 11.61839 19.06896 23.01471  0.1102
H 13.01564 17.59744 24.60972  0.0830
H 12.27804 16.10675 25.26590  0.0794
H 12.63433 16.24672 23.58100  0.0610
H 10.77808 18.12528 26.40974  0.0730
H 11.18150 19.32769 25.38591  0.0750
H 9.53890 18.72682 25.36681  0.0791
H 11.50484 14.51095 21.90651  0.0769
H 10.60805 13.37527 22.80660  0.0709
H 11.61583 14.35013 23.65619  0.0657
H 9.00192 15.39098 25.57513  0.1016

Atoms 1-6, force components in eV/Å:
C -0.46 0.59 0.50
C -0.75 1.19 -0.10
C -0.56 -0.83 0.84
O 0.02 0.31 -2.32
C 0.21 -0.03 0.40
N 1.65 -0.67 0.58

Values from the calculation:
* charge: 0
* SMILES string: CC1(C)CCCC(C)(C)N1O.CC1(C)CCCC(C)(C)N1O.COC[C@H](C)N.COC[C@H](C)N.COC[C@H](C)N.COC[C@H](C)N.COC[C@H](C)N.COC[C@H](C)N.COCCNCCOC
* maximum force: 4.0 eV Å⁻¹

---

ORCA calculation (wB97M-V/def2-TZVPD) on C23H29DyF5NO2P2S as an isolated structure in a non-equilibrium geometry.

Each line ends with the Mulliken spin population.
Positions of all 64 atoms, in Å:
C -0.76340 3.82204 -2.33137  -0.0007
C -0.82292 2.48478 -1.92193  -0.0052
N 0.00427 2.01783 -0.91732  0.0128
C 0.89943 2.86934 -0.36047  -0.0005
C 0.94843 4.20708 -0.71151  -0.0002
C 0.10685 4.69485 -1.70689  0.0006
C -1.84054 1.62020 -2.45392  0.0028
P -2.37045 0.10120 -1.70486  0.0205
Dy -0.25214 -0.20284 -0.00747  4.9185
P 2.33109 0.55737 0.54365  0.0197
C 1.83612 2.33968 0.72142  0.0037
C -0.03130 -2.64699 -0.31318  0.0283
C -1.09034 -3.26780 0.34915  0.0118
C -1.02321 -4.66239 0.54871  0.0022
C 0.06812 -5.38711 0.08809  -0.0003
C 1.11988 -4.73956 -0.57746  0.0013
C 1.06840 -3.34202 -0.77367  -0.0178
O -0.87534 0.64551 -4.91255  0.0002
O 0.45773 -1.46588 -4.08609  -0.0002
H -1.42737 4.14956 -3.14150  -0.0001
H 1.64848 4.86022 -0.17563  0.0001
H 0.12972 5.74214 -1.98714  0.0000
C -3.93378 0.70740 -0.96695  -0.0014
C -2.97431 -1.06885 -2.97411  -0.0030
H 2.76998 2.92011 0.71260  0.0002
H 1.36199 2.48097 1.70837  0.0008
H -1.06395 1.02573 -4.01603  0.0003
H -2.57806 2.09473 -3.11069  -0.0009
C 2.90662 0.14757 2.22822  -0.0011
C 3.89066 0.70079 -0.38294  -0.0011
H -1.95136 -2.69920 0.70097  0.0039
H -1.84805 -5.17463 1.07737  -0.0002
H 0.11232 -6.46912 0.24589  0.0000
H 1.97295 -5.31883 -0.94653  0.0002
H 1.88696 -2.82107 -1.28073  0.0009
H 0.62473 -0.92711 -2.26384  -0.0022
H -0.12511 -2.24182 -3.92253  0.0001
H -0.15280 -0.75963 -4.18472  0.0008
H -0.12788 1.22711 -5.18878  0.0001
H 0.95424 -0.62595 -1.71511  0.0090
H -4.67453 0.84359 -1.76418  -0.0002
H -4.28331 -0.03271 -0.23949  0.0001
H -3.76641 1.66010 -0.44486  -0.0001
H -3.81294 -0.62124 -3.52424  -0.0003
H -2.18414 -1.36945 -3.67639  -0.0002
H -3.32269 -1.97103 -2.45003  0.0009
H 4.65836 1.21293 0.21205  -0.0004
H 4.24680 -0.30607 -0.64195  -0.0002
H 3.72601 1.25341 -1.31873  0.0001
H 3.84938 0.66646 2.45670  0.0001
H 2.15662 0.39940 2.98904  -0.0014
H 3.07025 -0.93884 2.27216  0.0002
F 1.06050 -0.18936 7.18267  0.0000
C 0.47543 -0.03203 5.96709  -0.0007
C 0.34729 1.24164 5.42827  0.0002
F 0.80584 2.32104 6.08992  0.0000
C -0.25642 1.38933 4.17009  0.0020
F -0.28213 2.62560 3.60633  0.0002
C -0.77964 0.29824 3.46123  0.0052
S -1.64741 0.55194 1.97835  -0.0088
C -0.56667 -0.97912 4.00922  -0.0006
F -0.91327 -2.08704 3.30554  0.0007
C 0.04207 -1.14951 5.26447  -0.0002
F 0.20437 -2.38270 5.77824  0.0000

Atoms 1-6, force components in eV/Å:
C 0.50 1.45 -0.30
C -1.55 -1.92 0.43
N 0.68 0.46 -0.45
C -0.14 0.28 -0.27
C 0.97 -0.09 0.95
C -0.78 -0.55 -0.66

Values from the calculation:
* ⟨S²⟩: 9.330
* charge: 0
* spin multiplicity: 6
* maximum force: 2.9 eV Å⁻¹

---

ORCA calculation (wB97M-V/def2-TZVPD) on one molecule with the formula C4H7IN2 in a non-equilibrium geometry.

Each line ends with the natural charge from an NBO analysis.
Positions of all 14 atoms, in Å:
C 1.50674 -0.17923 -0.79738  0.0366
C 0.65617 0.93820 -1.20625  -0.5149
C -0.59781 0.65219 -0.28080  0.0445
C -0.71409 -0.75364 1.75679  -0.4130
N 1.07518 -0.68342 0.29183  -0.2327
N -0.04515 -0.03851 0.73045  -0.2664
I -2.18642 -0.74814 -1.37427  -0.2663
H 2.24591 -0.73350 -1.39310  0.2243
H 1.11865 1.87922 -0.83884  0.2447
H 0.63131 1.00213 -2.36796  0.2613
H -1.26602 1.42469 -0.09887  0.2168
H 0.09689 -1.05307 2.32171  0.2313
H -1.50678 -0.05480 2.03028  0.2182
H -1.01457 -1.65213 1.22642  0.2157

Atoms 1-6, force components in eV/Å:
C -0.37 -1.31 0.28
C -0.71 0.88 -1.76
C 1.15 -0.27 -2.60
C -1.15 0.57 -2.39
N 1.46 -1.29 0.19
N 1.74 0.99 -0.62

Values from the calculation:
* charge: 0
* SMILES string: CN1N=CC[C@H]1I
* maximum force: 2.9 eV Å⁻¹

---

ORCA calculation (wB97M-V/def2-TZVPD) on C8H16N2O as an isolated structure in a non-equilibrium geometry.

Each line ends with the natural charge from an NBO analysis.
Positions of all 27 atoms, in Å:
C 1.83786 0.18673 0.46883  -0.3070
C 0.37739 0.66028 0.39170  0.2309
C -3.44251 -0.10637 0.08426  0.7317
C 0.27707 2.11170 0.27801  -0.6916
C -3.77482 -1.51846 -0.34914  -0.7276
C 2.07012 -1.28342 0.84938  -0.6109
C 3.85051 0.00129 -1.03533  -0.7615
C 2.42872 -0.11844 -0.86349  0.3772
N -4.38209 0.75542 0.30673  -0.6974
N -0.44392 -0.24436 0.27293  0.0447
O -2.16332 0.38402 0.18446  -0.5048
H 2.57119 0.66010 1.06702  0.2896
H -0.21727 2.39804 -0.72000  0.2889
H -0.29318 2.58746 1.01697  0.2894
H 1.27642 2.63689 0.23548  0.2569
H -4.07640 -2.11251 0.51890  0.2845
H -4.62494 -1.50635 -1.02316  0.2728
H -2.78316 -2.02617 -0.70508  0.2747
H 2.33067 -2.02964 0.09248  0.2851
H 2.94121 -1.17934 1.44828  0.2630
H 1.21586 -1.80609 1.37597  0.3205
H 4.14260 -0.93115 -1.55448  0.3079
H 4.27087 0.78480 -1.64655  0.3552
H 4.37055 0.08816 0.02487  0.2678
H 1.76119 -0.42659 -1.61699  0.2405
H -5.35171 0.32809 0.21075  0.4566
H -4.16891 1.70594 0.68720  0.4629

Atoms 1-6, force components in eV/Å:
C -0.74 -1.32 -2.73
C 1.16 1.91 0.00
C 3.88 -0.59 -0.37
C 0.67 2.20 -2.86
C 2.45 -0.33 0.44
C -0.61 -2.06 0.68

Values from the calculation:
* charge: +2
* maximum force: 4.1 eV Å⁻¹

---

What relative energy (zero: lowest compared OMol25 entry of this formula, charge and spin) values result from the calculations? In sequence: 194.17, 0.00, 40.80, 108.50 kcal/mol.